55
Properties=species:S:1:pos:R:3:forces:R:3 method="wB97M-V/def2-TZVPD" homo_ha=-0.3040 orbital_gap_ev=8.76 lumo_ha=0.0180 total_energy_ev=-32945.0389 smiles="NCCCCC[C@@H]1C[C@H](CC(=O)F)NC1=O.c1cc[nH]c1.c1cc[nH]c1" fmax_ev_per_a=3.969
N 4.1014 1.9967 2.2880 -0.29 -0.24 0.37
C 2.6277 1.9645 2.2299 0.18 0.50 -1.22
C 2.0991 2.1667 0.7389 0.12 -1.07 1.31
C 1.2574 0.9404 0.2489 -0.29 1.19 -0.71
C -0.2803 1.1748 0.4005 0.03 -0.67 -0.31
C -0.9474 0.3257 1.5098 0.22 0.26 0.41
C -2.4979 0.2495 1.3830 -1.16 -0.28 -0.35
C -3.2539 1.2610 0.4613 0.16 0.25 0.16
C -4.2956 2.0654 1.3687 0.49 -0.28 -1.74
C -4.1879 3.5913 1.0661 -0.05 0.08 -0.06
C -3.1202 4.2891 1.9027 -0.06 -1.29 -2.95
O -3.2997 4.7247 2.9465 -0.63 1.46 3.64
F -1.8533 4.3584 1.3961 -0.29 -0.41 -0.66
N -4.0822 1.6083 2.7273 0.42 -0.08 -0.53
C -3.3546 0.3505 2.6732 -0.01 1.68 -0.65
O -3.5218 -0.4241 3.5451 0.61 -1.53 0.92
H 4.4245 2.9428 2.1041 -0.01 -0.23 -0.04
H 4.4991 1.3889 1.5771 -0.03 0.15 0.12
H 2.2912 2.7861 2.8865 -0.12 -0.57 -0.20
H 2.2256 0.9955 2.5682 0.39 0.41 0.29
H 1.5126 3.1013 0.7286 0.29 -0.38 -0.53
H 3.0050 2.2235 0.1099 -0.48 0.40 0.16
H 1.4502 0.8622 -0.8404 -0.07 -0.18 0.51
H 1.5883 -0.0130 0.7001 -0.11 0.46 -0.06
H -0.7532 0.8749 -0.5577 0.17 0.18 0.45
H -0.4696 2.2584 0.5102 -0.02 -0.53 0.11
H -0.6380 0.6794 2.5159 -0.21 -0.03 -0.47
H -0.5439 -0.7016 1.4345 -0.26 0.45 0.03
H -2.7587 -0.7592 1.0061 0.35 0.42 0.09
H -2.6968 2.0766 -0.0254 0.50 -0.84 0.16
H -3.6793 0.6376 -0.3415 -0.38 0.68 0.27
H -5.3057 1.8234 0.9817 0.32 -0.15 0.72
H -4.0420 3.7567 -0.0164 0.15 -0.27 0.49
H -5.1686 4.0426 1.2965 0.66 0.08 0.27
H -3.5269 2.2037 3.3416 -0.56 0.31 -0.06
C 3.5602 -2.6780 -2.6219 -0.06 0.02 -0.06
C 3.9583 -3.5481 -1.5723 0.00 -0.07 0.07
C 4.4704 -2.7682 -0.5705 0.05 0.06 0.10
N 4.4007 -1.4620 -0.9749 -0.10 -0.13 -0.09
C 3.8421 -1.3993 -2.2226 0.02 0.18 0.04
H 3.1158 -2.9588 -3.5643 0.12 0.07 -0.05
H 3.8770 -4.6233 -1.5545 0.03 0.03 0.01
H 4.8777 -3.0280 0.3924 -0.01 -0.02 -0.04
H 4.7105 -0.6721 -0.4379 -0.01 -0.05 -0.04
H 3.6955 -0.4528 -2.7164 0.01 -0.05 -0.02
C -1.6334 -3.0774 -3.3312 0.02 0.09 0.01
C -1.7332 -4.4707 -3.0779 -0.01 -0.10 0.03
C -0.4624 -4.9375 -2.8646 0.05 0.00 -0.03
N 0.4001 -3.8824 -2.9834 -0.10 -0.08 0.00
C -0.3051 -2.7449 -3.2625 0.09 0.04 -0.02
H -2.4436 -2.3969 -3.5389 0.03 -0.02 0.00
H -2.6341 -5.0622 -3.0542 0.03 0.02 0.00
H -0.0985 -5.9265 -2.6401 -0.04 0.02 -0.01
H 1.3992 -3.9336 -2.8806 -0.12 0.07 0.12
H 0.1980 -1.8002 -3.3889 -0.02 -0.02 0.00